Record 1
ORCA calculation (ωB97M-V with the def2-TZVPD basis set) on 2 unconnected molecules or ions with the total composition CH3F2N at a distorted geometry.

Geometry as XYZ:
```
7
Properties=species:S:1:pos:R:3:forces:R:3
C 0.8571 0.3389 -0.4055 -1.2 2.7 -4.9
N -0.2895 0.1266 0.3076 -1.2 -1.1 3.2
F 1.8676 -1.0749 0.1796 1.3 -3.0 1.7
F 1.6016 1.3443 0.1099 -0.3 0.4 0.0
H 0.7561 0.2848 -1.5141 0.3 0.5 1.1
H -0.0535 0.1378 1.3294 -0.8 -0.2 -1.0
H -1.2120 -0.3211 0.0510 2.0 0.8 0.0
```
Forces are in eV/Å.

Its energy above the lowest of the compared OMol25 structures with the same formula, charge and spin is 17.7 kcal per mole. As for the LUMO energy (alpha / beta): 0.73 / -3.63 eV. Its expectation value of S² is 2.01. For the electronic energy, the calculation gives -8004.29170 eV. The multiplicity is 3.

Record 2
ORCA calculation (ωB97M-V with the def2-TZVPD basis set) on 2 unconnected molecules or ions with the total composition CH3F2N3 at a distorted geometry.

Geometry as XYZ:
```
9
Properties=species:S:1:pos:R:3:forces:R:3
C 0.4870 0.2922 0.1175 2.0 0.4 -0.9
N 1.3921 0.2972 -0.7241 0.9 0.5 2.0
N 0.4354 0.5344 1.4026 0.0 0.2 0.8
N -1.5031 -0.3477 -0.4827 -1.9 -1.2 -0.1
F 1.1244 0.0072 -2.0462 -0.8 -0.3 -1.4
F -1.3580 -1.7083 -0.6388 -0.2 0.8 -0.2
H 1.2946 0.6457 1.9219 -0.1 0.0 0.2
H -0.4011 0.2507 1.8857 0.1 0.1 0.1
H -1.4713 0.0286 -1.4359 -0.1 -0.4 -0.3
```
Forces are in eV/Å.

Its energy above the lowest of the compared OMol25 structures with the same formula, charge and spin is 21.0 kcal per mole. As for the LUMO energy (alpha / beta): 1.00 / -2.26 eV. Its expectation value of S² is 2.01. For the electronic energy, the calculation gives -10982.37780 eV. The multiplicity is 3.

Record 3
ORCA calculation (ωB97M-V with the def2-TZVPD basis set) on a single CH3F2OP molecule at a distorted geometry.

Geometry as XYZ:
```
8
Properties=species:S:1:pos:R:3:forces:R:3
C -0.8377 -0.6532 1.0998 1.1 0.9 1.0
O 1.0988 0.1543 -0.2548 3.7 -1.1 -0.6
F -2.0860 -1.0927 0.9129 -1.5 -0.1 0.7
F -0.2302 -1.3987 2.1002 -0.3 -0.1 -0.5
P -0.0930 -0.9469 -0.5520 -0.2 2.3 -0.4
H -0.7597 0.4076 1.5122 -0.5 -1.2 -0.9
H 1.9624 -0.2423 -0.5599 -1.1 0.9 0.7
H -0.7219 0.2682 -1.0761 -1.1 -1.5 -0.1
```
Forces are in eV/Å.

Its energy above the lowest of the compared OMol25 structures with the same formula, charge and spin is 66.6 kcal per mole. As for the LUMO energy: 0.42 eV. For the electronic energy, the calculation gives -17856.01747 eV.

Record 4
ORCA calculation (ωB97M-V with the def2-TZVPD basis set) on a gas-phase ion, CH3F3NS (charge +1) at a distorted geometry.

Geometry as XYZ:
```
9
Properties=species:S:1:pos:R:3:forces:R:3
C 1.4514 0.1207 -0.0441 4.4 -0.8 1.9
N 0.2984 -0.2701 0.5121 -6.6 0.0 -1.2
F -2.0281 0.2579 -1.4674 2.0 -0.4 2.6
F -1.7991 -1.4742 0.1801 0.8 2.7 -0.6
F -2.1643 0.7506 0.9275 2.0 -1.4 -2.0
S -1.1597 -0.0283 -0.0850 -2.6 -2.3 2.2
H 1.5274 1.1505 0.0885 0.6 2.1 -0.8
H 1.6626 -0.3754 -0.9839 0.6 0.2 0.0
H 2.2113 -0.1317 0.8721 -1.2 -0.1 -2.2
```
Forces are in eV/Å.

Its energy above the lowest of the compared OMol25 structures with the same formula, charge and spin is 62.2 kcal per mole. As for the LUMO energy (alpha / beta): -8.43 / -8.43 eV. For the electronic energy, the calculation gives -21549.99346 eV. Its total charge is +1.

Record 5
ORCA calculation (ωB97M-V with the def2-TZVPD basis set) on 2 unconnected molecules or ions with the total composition CH3F3NS at a distorted geometry.

Geometry as XYZ:
```
9
Properties=species:S:1:pos:R:3:forces:R:3
C 0.0431 -0.0568 0.0224 -1.2 0.8 2.1
N -1.6241 -1.1547 0.0491 8.4 -2.3 1.7
F -2.8418 0.9369 1.0507 1.1 -2.4 0.1
F -2.8372 0.9441 -1.1189 0.9 0.0 -0.7
F -4.2183 -0.7053 0.0653 -1.9 0.0 1.2
S -2.7266 -0.2247 -0.0402 -8.1 5.6 -2.3
H -0.2609 0.6213 -0.8491 1.1 -1.4 1.1
H 0.7457 -0.8848 0.1498 -0.1 0.3 -1.2
H -0.0072 0.4545 1.0682 -0.3 -0.6 -1.9
```
Forces are in eV/Å.

Its energy above the lowest of the compared OMol25 structures with the same formula, charge and spin is 99.8 kcal per mole. As for the LUMO energy (alpha / beta): -6.45 / -11.17 eV. Its expectation value of S² is 2.01. For the electronic energy, the calculation gives -21545.51354 eV. The multiplicity is 3. Its total charge is +1.

Record 6
ORCA calculation (ωB97M-V with the def2-TZVPD basis set) on a single CH3FIN molecule at a distorted geometry.

Geometry as XYZ:
```
7
Properties=species:S:1:pos:R:3:forces:R:3
C -0.3085 -0.7861 0.3064 0.4 -0.1 3.7
N 0.1581 0.3649 -0.3605 -1.8 -1.7 -2.6
F 0.3121 -1.9253 -0.0416 0.0 0.3 -0.6
I -2.6233 -1.4562 0.2363 1.5 0.7 -0.1
H -0.0951 -0.6344 1.4626 -1.0 -0.4 -2.3
H -0.2630 0.3481 -1.3341 1.2 -0.2 0.9
H -0.3780 1.1095 0.0030 -0.3 1.4 1.1
```
Forces are in eV/Å.

Its energy above the lowest of the compared OMol25 structures with the same formula, charge and spin is 5.1 kcal per mole. As for the LUMO energy (alpha / beta): -0.23 / -0.23 eV. For the electronic energy, the calculation gives -13393.17376 eV.

Record 7
ORCA calculation (ωB97M-V with the def2-TZVPD basis set) on 2 unconnected molecules or ions with the total composition CH3FN2O at a distorted geometry.

Geometry as XYZ:
```
8
Properties=species:S:1:pos:R:3:forces:R:3
C 0.1600 0.3269 -0.3199 -5.3 -1.8 1.9
N -1.2546 0.1295 -0.2556 1.0 0.5 -0.6
N 1.2719 0.3574 -0.5835 0.4 0.4 0.0
O -2.5426 -0.3491 0.5603 2.8 3.3 -3.3
F 3.5200 0.0143 0.5004 -2.1 0.3 -0.5
H -1.5532 0.3095 -1.1899 -1.1 -0.2 -0.1
H -2.1774 -0.9473 1.1508 1.3 -2.2 2.0
H 2.5760 0.1587 0.1373 2.9 -0.3 0.6
```
Forces are in eV/Å.

Its energy above the lowest of the compared OMol25 structures with the same formula, charge and spin is 90.5 kcal per mole. As for the LUMO energy: -1.54 eV. For the electronic energy, the calculation gives -8826.34524 eV.

Record 8
ORCA calculation (ωB97M-V with the def2-TZVPD basis set) on a single CH3FN2O2 molecule at a distorted geometry.

Geometry as XYZ:
```
9
Properties=species:S:1:pos:R:3:forces:R:3
C 0.1616 0.3698 0.1410 2.4 3.3 1.6
N -2.3703 1.6249 -0.2846 0.2 -2.8 -1.6
N -1.7048 1.7839 0.7546 1.2 1.2 -0.3
O -0.9363 0.6686 0.9789 -0.6 -1.4 2.0
O -1.5861 2.7118 1.5101 -0.2 0.4 0.2
F -2.9353 2.7237 -0.7657 -0.6 1.7 0.7
H 1.1983 0.4878 0.6668 -2.1 -0.2 -0.4
H 0.1014 -0.5436 -0.2883 -0.6 -3.1 -0.9
H 0.1667 1.0830 -0.6302 0.1 1.0 -1.3
```
Forces are in eV/Å.

Its energy above the lowest of the compared OMol25 structures with the same formula, charge and spin is 85.5 kcal per mole. As for the LUMO energy: 0.44 eV. For the electronic energy, the calculation gives -10871.52067 eV.

Record 9
ORCA calculation (ωB97M-V with the def2-TZVPD basis set) on a single CH3FN2O2 molecule at a distorted geometry.

Geometry as XYZ:
```
9
Properties=species:S:1:pos:R:3:forces:R:3
C -0.0276 -0.0610 0.1865 -1.3 -3.6 0.4
N -1.5492 -0.4451 0.0459 2.0 -0.4 0.4
N -2.5930 0.4120 0.0632 -1.0 0.5 -1.0
O -2.3044 1.6084 0.1377 0.3 -1.0 0.3
O -3.7171 -0.0426 -0.0988 1.0 0.1 0.4
F -1.8980 -1.7697 -0.1099 0.2 0.9 0.1
H 0.6215 -1.0439 0.3745 -2.0 1.8 -0.6
H 0.2264 0.2979 -0.8030 0.4 0.9 0.5
H 0.0242 0.4479 1.1437 0.3 0.9 -0.7
```
Forces are in eV/Å.

Its energy above the lowest of the compared OMol25 structures with the same formula, charge and spin is 80.1 kcal per mole. As for the LUMO energy: 0.59 eV. For the electronic energy, the calculation gives -10871.75401 eV.

Record 10
ORCA calculation (ωB97M-V with the def2-TZVPD basis set) on a single CH3FO2 molecule at a distorted geometry.

Geometry as XYZ:
```
7
Properties=species:S:1:pos:R:3:forces:R:3
C 1.0111 0.3859 0.4932 -2.9 3.2 -0.2
O -1.4274 0.8681 -0.0486 -0.1 -0.5 -2.1
O -0.2061 1.5508 0.1188 2.7 -2.0 1.0
F 2.0199 0.7543 -0.3348 -0.7 -1.2 -0.1
H 1.4011 0.7251 1.5127 -1.2 -1.2 -1.1
H 0.3275 -0.5419 0.2699 2.1 1.4 0.5
H -1.4667 0.7617 -1.0597 0.0 0.2 2.1
```
Forces are in eV/Å.

Its energy above the lowest of the compared OMol25 structures with the same formula, charge and spin is 107.1 kcal per mole. As for the LUMO energy: 0.84 eV. For the electronic energy, the calculation gives -7893.61445 eV.